47
Properties=species:S:1:pos:R:3 method="wB97M-V/def2-TZVPD" total_energy_ev=-106850.71251 charge=-1 de_lowest_kcal_mol=12.5 gap_ev=7.34 homo_energy_ev=-4.883
Rh 0.207 0.178 0.003
Br 1.776 1.661 -1.883
O 4.005 0.472 1.729
O 2.278 -0.306 0.511
O -1.642 1.063 0.295
O -2.536 2.871 1.288
O 1.667 4.579 3.887
N 0.671 1.474 1.471
C 0.236 -0.538 -2.992
C -0.186 -1.266 -4.148
C -0.228 -1.543 1.001
C -0.392 -0.750 -1.714
C 0.012 3.443 2.560
C 1.888 0.574 -4.439
C 0.484 -1.114 -5.387
C -1.072 -0.737 3.278
C -1.368 -1.538 2.016
C -1.308 -2.121 -4.058
C -1.521 -1.543 -1.733
C 2.284 2.618 2.734
C 2.840 0.481 1.352
C -0.268 2.369 1.744
C -1.617 2.098 1.066
C 1.918 1.576 1.907
C -1.683 -2.987 2.404
C 1.307 3.554 3.068
C 1.510 -0.229 -5.533
C 1.263 0.413 -3.237
C -1.987 -2.216 -2.880
H -0.805 -3.458 2.857
H -2.259 -1.115 1.538
H -0.424 -2.321 0.266
H -0.170 -1.119 3.767
H 0.146 -1.711 -6.226
H -1.899 -0.810 3.989
H -2.877 -2.831 -2.809
H 2.015 -0.111 -6.484
H -0.764 4.167 2.776
H 0.725 -1.772 1.489
H -1.963 -3.579 1.530
H 0.904 5.150 4.025
H -2.084 -1.674 -0.816
H -1.624 -2.663 -4.942
H -2.502 -3.035 3.127
H 3.299 2.703 3.094
H 2.654 1.328 -4.551
H -0.912 0.315 3.062